Entry 1:
A 4-piece molecular cluster, C20H41N2O15P3 overall at a distorted geometry. Source: the OMol25 dataset; level of theory: ωB97M-V with the def2-TZVPD basis set.

Results
- SMILES: [H]/N=C/CC1=C(C[C@H](O)CN)C(=O)C=CC1=O.COP(=O)(OC)OC.COP(=O)(OC)OC.COP(=O)(OC)OC
- HOMO: -9.082 eV

```
! wB97M-V def2-TZVPD RIJCOSX def2/J DEFGRID3
* xyz 0 1
N -2.55 2.17 -0.10
C -2.38 1.33 0.97
C -2.54 -0.30 0.80
C -3.91 -0.77 0.02
C -3.87 -2.08 -0.74
C -2.56 -3.06 -0.86
C -1.42 -2.52 -1.93
O -1.99 -1.87 -3.13
C -0.52 -3.83 -2.46
N 0.65 -3.93 -1.51
C -5.25 -2.62 -1.54
O -5.17 -3.50 -2.54
C -6.74 -2.09 -1.05
C -6.77 -0.82 -0.27
C -5.35 0.01 0.03
O -5.52 1.33 0.27
H -2.38 3.17 0.14
H -2.06 1.78 2.03
H -1.59 -0.65 0.17
H -2.45 -0.89 1.83
H -2.09 -3.13 0.24
H -2.91 -4.13 -1.20
H -0.63 -1.79 -1.45
H -1.17 -1.53 -3.65
H -1.15 -4.83 -2.49
H -0.10 -3.51 -3.51
H 0.27 -3.68 -0.57
H 1.03 -4.90 -1.46
H -7.72 -2.71 -1.33
H -7.83 -0.44 0.07
C 6.68 -3.77 -1.59
O 5.69 -2.83 -1.21
P 5.52 -2.57 0.49
O 5.07 -4.03 0.67
O 4.19 -1.64 0.23
C 3.20 -2.07 -0.69
O 5.35 -2.32 2.19
C 6.33 -2.96 2.98
H 6.92 -3.61 -2.64
H 7.58 -3.63 -0.99
H 6.30 -4.78 -1.47
H 3.17 -3.16 -0.78
H 3.40 -1.63 -1.67
H 2.22 -1.73 -0.34
H 7.33 -2.78 2.57
H 6.14 -4.03 3.04
H 6.29 -2.54 3.99
C -6.12 5.30 -4.69
O -4.99 4.95 -3.90
P -3.46 5.12 -4.69
O -3.86 4.03 -5.70
O -2.71 4.41 -3.41
C -3.27 3.24 -2.84
O -1.93 5.28 -5.48
C -1.99 5.90 -6.76
H -6.97 5.47 -4.02
H -5.92 6.21 -5.25
H -6.37 4.48 -5.36
H -3.86 2.67 -3.56
H -3.91 3.53 -1.99
H -2.46 2.60 -2.47
H -2.61 6.80 -6.71
H -2.39 5.21 -7.49
H -0.98 6.18 -7.05
C 4.96 1.50 7.86
O 3.60 1.35 7.49
P 3.33 0.67 5.93
O 3.99 1.89 5.28
O 1.71 0.95 6.07
C 1.27 2.20 6.56
O 3.06 -0.01 4.36
C 4.23 -0.47 3.71
H 5.02 1.62 8.94
H 5.54 0.63 7.56
H 5.37 2.40 7.39
H 1.99 3.00 6.37
H 1.10 2.12 7.64
H 0.32 2.46 6.08
H 4.83 -1.07 4.39
H 4.81 0.37 3.33
H 3.93 -1.10 2.86
*
```

Entry 2:
A 5-piece molecular cluster, C16H25N5OP2S overall. Source: the OMol25 dataset; level of theory: ωB97M-V with the def2-TZVPD basis set.

Results
- SMILES: NP(O)#[PH]S.c1cc[nH]c1.c1cc[nH]c1.c1cc[nH]c1.c1cc[nH]c1
- Relative energy (zero: lowest compared OMol25 entry of this formula, charge and spin): 0.00 kcal per mole
- HOMO: -8.094 eV

```
! wB97M-V def2-TZVPD RIJCOSX def2/J DEFGRID3
* xyz 0 1
N 4.52 2.30 -0.73
P 2.91 2.83 -0.66
O 2.96 4.28 -1.47
P 2.87 3.63 1.40
S 3.40 1.85 2.44
H 4.86 2.11 -1.67
H 5.20 2.85 -0.22
H 2.18 4.40 -2.01
H 4.13 4.28 1.36
H 3.72 1.09 1.38
N -0.29 0.66 -0.44
C -1.03 -0.48 -0.55
C -1.81 -0.37 -1.68
C -1.51 0.89 -2.27
C -0.58 1.50 -1.48
H 0.37 0.86 0.29
H -0.96 -1.27 0.17
H -2.51 -1.11 -2.04
H -1.93 1.30 -3.18
H -0.09 2.46 -1.57
N -0.51 -3.15 -3.07
C -0.15 -3.62 -4.31
C -0.31 -4.98 -4.30
C -0.79 -5.34 -3.01
C -0.90 -4.19 -2.28
H -0.49 -2.18 -2.79
H 0.19 -2.95 -5.08
H -0.11 -5.64 -5.12
H -1.02 -6.33 -2.66
H -1.22 -4.02 -1.26
N -4.55 2.17 -1.59
C -4.97 3.10 -0.68
C -6.34 3.15 -0.72
C -6.76 2.20 -1.69
C -5.63 1.62 -2.21
H -3.59 1.92 -1.77
H -4.26 3.65 -0.08
H -6.96 3.78 -0.12
H -7.77 1.98 -1.98
H -5.52 0.85 -2.96
N 3.35 -0.63 6.62
C 3.75 -0.73 5.31
C 3.85 -2.06 5.01
C 3.49 -2.79 6.18
C 3.19 -1.88 7.15
H 3.20 0.23 7.11
H 3.93 0.14 4.71
H 4.14 -2.47 4.06
H 3.47 -3.86 6.29
H 2.88 -2.01 8.17
*
```

Entry 3:
A 6-piece molecular cluster, C5H20NO7 overall at a distorted geometry. Source: the OMol25 dataset; level of theory: ωB97M-V with the def2-TZVPD basis set.

Results
- Relative energy (zero: lowest compared OMol25 entry of this formula, charge and spin): 120.58 kcal per mole
- HOMO: -4.675 eV

```
! wB97M-V def2-TZVPD RIJCOSX def2/J DEFGRID3
* xyz -1 1
C -1.67 -0.74 0.19
C -1.78 -2.14 -0.32
C -2.07 -0.82 1.64
N -1.46 0.09 2.46
C -0.80 1.30 1.95
C 0.81 1.22 2.07
O 1.12 1.04 0.82
O -2.90 -1.55 2.11
H -2.55 -0.11 -0.26
H -0.70 -0.11 -0.07
H -1.03 -2.72 0.27
H -1.68 -2.36 -1.27
H -2.92 -2.31 -0.06
H -1.55 0.10 3.46
H -1.03 1.61 1.00
H -1.03 2.34 2.24
H 1.13 0.44 2.82
H 1.30 2.11 2.59
H 0.39 -1.74 -2.64
H -0.96 -1.49 -3.55
O -0.09 -1.33 -3.31
H 2.35 -1.32 -1.45
H 1.27 -1.93 -0.54
O 1.68 -2.08 -1.41
H 2.75 1.42 -2.18
H 1.47 1.44 -2.67
O 2.44 1.50 -3.00
H 0.49 2.32 -0.05
H 0.28 3.42 -1.14
O -0.20 2.92 -0.53
H 3.31 0.88 -0.77
H 2.21 0.24 0.29
O 2.93 0.03 -0.48
*
```

Entry 4:
A 2-piece molecular cluster, C3H10N2 overall at a distorted geometry. Source: the OMol25 dataset; level of theory: ωB97M-V with the def2-TZVPD basis set.

Results
- SMILES: C=CN.CN
- Relative energy (zero: lowest compared OMol25 entry of this formula, charge and spin): 47.64 kcal per mole
- HOMO: -8.961 eV

```
! wB97M-V def2-TZVPD RIJCOSX def2/J DEFGRID3
* xyz 0 1
C -1.65 -2.97 -0.05
N -1.45 -1.48 0.30
H -2.74 -3.15 -0.13
H -1.20 -3.44 0.85
H -1.07 -3.33 -0.88
H -0.53 -1.62 0.78
H -1.33 -0.86 -0.52
C 0.39 2.78 0.07
C 0.99 1.63 0.24
N 2.35 1.49 -0.14
H 1.03 3.59 -0.54
H -0.58 3.12 0.49
H 0.65 0.93 0.96
H 2.60 0.83 -0.92
H 2.53 2.46 -0.50
*
```

Entry 5:
One molecule with the formula C4H6N2O at a distorted geometry. Source: the OMol25 dataset; level of theory: ωB97M-V with the def2-TZVPD basis set.

Results
- SMILES: COc1c[nH]cn1
- Relative energy (zero: lowest compared OMol25 entry of this formula, charge and spin): 35.85 kcal per mole
- HOMO: -8.316 eV

```
! wB97M-V def2-TZVPD RIJCOSX def2/J DEFGRID3
* xyz 0 1
C -0.64 -1.89 -0.73
O -0.21 -0.79 -1.51
C 0.04 0.23 -0.67
C -0.32 0.28 0.65
N 0.41 1.33 1.16
C 1.09 1.87 0.12
N 0.88 1.24 -1.01
H -0.49 -2.80 -1.32
H -1.71 -1.80 -0.49
H -0.09 -1.80 0.24
H -1.19 -0.12 1.16
H 0.49 1.55 2.14
H 1.74 2.72 0.25
*
```

Entry 6:
One molecule with the formula C18H22FNO2S at a distorted geometry. Source: the OMol25 dataset; level of theory: ωB97M-V with the def2-TZVPD basis set.

Results
- SMILES: CC(C)CCNC(=O)c1ccc(CSCc2cccc(F)c2)o1
- Relative energy (zero: lowest compared OMol25 entry of this formula, charge and spin): 0.88 kcal per mole
- HOMO: -8.569 eV

```
! wB97M-V def2-TZVPD RIJCOSX def2/J DEFGRID3
* xyz 0 1
C 3.55 1.27 -3.68
H 3.33 2.32 -3.48
H 4.57 1.07 -3.35
H 3.51 1.11 -4.76
C 2.56 0.35 -2.97
C 2.90 -1.11 -3.25
H 2.31 -1.77 -2.62
H 2.72 -1.35 -4.29
H 3.95 -1.30 -3.03
C 1.14 0.70 -3.42
H 1.04 0.52 -4.49
H 0.96 1.77 -3.24
C 0.05 -0.09 -2.69
N 0.09 0.08 -1.26
C 0.47 -0.90 -0.42
O 0.73 -2.04 -0.77
C 0.50 -0.48 1.00
C 0.77 -1.21 2.12
C 0.59 -0.34 3.21
C 0.23 0.87 2.68
O 0.19 0.79 1.34
C -0.12 2.15 3.33
H 0.55 2.96 3.01
H -0.09 2.05 4.41
S -1.78 2.75 2.84
C -2.83 1.34 3.33
C -2.74 0.18 2.39
C -2.50 -1.10 2.87
C -2.43 -2.16 1.98
C -2.57 -1.98 0.62
C -2.81 -0.70 0.14
C -2.90 0.37 1.02
H -3.08 1.36 0.64
H -2.93 -0.54 -0.92
H -2.49 -2.83 -0.05
F -2.19 -3.39 2.47
H -2.38 -1.29 3.93
H -3.84 1.75 3.34
H -2.55 1.05 4.35
H 0.71 -0.57 4.25
H 1.04 -2.25 2.15
H -0.06 1.01 -0.89
H 0.16 -1.16 -2.88
H -0.94 0.22 -3.06
H 2.64 0.53 -1.89
*
```

Entry 7:
A 11-piece molecular cluster, C12H46N20O11 overall at a distorted geometry. Source: the OMol25 dataset; level of theory: ωB97M-V with the def2-TZVPD basis set.

Results
- SMILES: NC(N)=O.NC(N)=O.NC(N)=O.NC(N)=O.NC(N)=O.NC(N)=O.NC(N)=O.NC(N)=O.NC(N)=O.NC(N)=O.CCO
- Relative energy (zero: lowest compared OMol25 entry of this formula, charge and spin): 121.41 kcal per mole
- HOMO: -9.212 eV

```
! wB97M-V def2-TZVPD RIJCOSX def2/J DEFGRID3
* xyz 0 1
C 0.71 -0.42 -0.24
C -0.63 -0.13 0.46
O -0.41 1.01 1.24
H 0.81 -1.38 -0.76
H 1.54 -0.21 0.43
H 0.75 0.35 -1.01
H -0.95 -0.96 1.09
H -1.36 0.34 -0.22
H -0.99 0.91 1.99
C 4.33 -2.26 0.68
O 4.31 -3.28 -0.02
N 5.07 -1.21 0.53
N 3.54 -2.14 1.70
H 4.98 -0.37 1.08
H 5.77 -1.19 -0.20
H 3.36 -1.23 2.11
H 2.96 -2.94 1.86
C -1.56 -0.21 4.42
O -1.95 0.53 3.58
N -2.24 -0.59 5.52
N -0.32 -0.70 4.40
H -1.76 -1.22 6.15
H -3.13 -0.20 5.79
H 0.02 -1.42 5.02
H 0.33 -0.20 3.82
C -2.85 -2.97 1.10
O -2.39 -2.65 0.01
N -4.08 -3.15 1.34
N -2.13 -3.18 2.18
H -4.75 -3.09 0.58
H -4.29 -3.33 2.31
H -1.22 -2.75 2.12
H -2.56 -3.49 3.04
C 1.69 3.62 0.28
O 2.39 4.62 0.30
N 0.45 3.56 0.65
N 2.21 2.46 0.01
H -0.12 4.34 0.96
H 0.08 2.62 0.64
H 1.71 1.60 0.18
H 3.13 2.46 -0.40
C 1.00 1.65 -3.88
O 0.08 1.56 -4.67
N 1.78 0.66 -3.47
N 1.46 2.74 -3.38
H 2.56 0.86 -2.86
H 1.75 -0.25 -3.91
H 2.26 2.61 -2.77
H 1.35 3.61 -3.87
C -5.52 0.23 0.45
O -6.68 -0.15 0.58
N -4.65 -0.42 -0.25
N -5.02 1.19 1.19
H -3.75 -0.40 0.19
H -4.99 -1.26 -0.69
H -4.13 1.60 0.96
H -5.72 1.46 1.88
C 2.02 1.93 3.90
O 2.72 1.24 3.17
N 2.25 1.98 5.16
N 1.11 2.70 3.52
H 1.72 2.71 5.62
H 3.09 1.53 5.48
H 0.81 2.79 2.56
H 0.74 3.25 4.28
C -3.04 3.02 -2.30
O -4.19 3.38 -2.31
N -2.66 1.86 -2.74
N -2.01 3.73 -1.91
H -3.30 1.12 -2.98
H -1.67 1.64 -2.80
H -2.32 4.65 -1.66
H -1.10 3.65 -2.36
C -0.57 -2.40 -3.31
O 0.09 -3.12 -2.61
N -1.73 -2.09 -2.92
N -0.19 -1.83 -4.39
H -2.33 -1.39 -3.30
H -1.85 -2.31 -1.94
H 0.81 -1.78 -4.52
H -0.92 -1.42 -4.97
C 3.48 -2.57 -3.75
O 2.79 -1.99 -4.57
N 3.04 -3.15 -2.69
N 4.75 -2.67 -3.80
H 3.61 -3.26 -1.87
H 2.04 -3.15 -2.53
H 5.21 -2.25 -4.60
H 5.36 -3.05 -3.09
*
```

Entry 8:
C10H12ClNPPd as an isolated structure at a distorted geometry. Source: the OMol25 dataset; level of theory: ωB97M-V with the def2-TZVPD basis set.

Results
- HOMO (spin up / spin down): -1.473 / -3.097 eV

```
! wB97M-V def2-TZVPD RIJCOSX def2/J DEFGRID3
* xyz -1 3
C 0.36 0.09 -2.87
C -0.68 -0.75 -3.39
C -0.32 -2.09 -3.09
C 1.00 -2.13 -2.57
C 1.40 -0.77 -2.35
Pd 0.94 1.61 0.03
P -0.04 3.54 -0.38
H 0.36 1.18 -2.83
H -1.60 -0.42 -3.87
H -0.93 -2.96 -3.31
H 2.31 -0.43 -1.84
H 1.56 -3.02 -2.30
H -1.24 3.75 0.38
H -0.48 3.75 -1.73
H 0.71 4.74 -0.16
Cl -1.02 0.78 5.27
C -0.60 0.07 3.78
C -0.66 -1.32 3.59
C -0.28 -1.83 2.35
C 0.18 -0.95 1.35
N 0.23 0.36 1.58
C -0.19 0.91 2.73
H -1.00 -1.95 4.40
H -0.33 -2.89 2.11
H 0.49 -1.26 0.35
H -0.18 2.00 2.79
*
```

Entry 9:
C8H16F6O2PRb as an isolated structure at a distorted geometry. Source: the OMol25 dataset; level of theory: ωB97M-V with the def2-TZVPD basis set.

Results
- HOMO: -10.726 eV

```
! wB97M-V def2-TZVPD RIJCOSX def2/J DEFGRID3
* xyz 0 1
Rb 0.21 0.48 -0.46
P 1.26 3.21 1.89
F 1.06 4.70 1.27
F -0.21 2.69 1.35
F 1.82 2.71 0.43
F 1.55 1.69 2.49
F 2.80 3.59 2.30
F 0.57 3.65 3.34
C -4.65 0.26 -2.31
C -4.84 -0.20 -0.84
C -3.43 -0.50 -0.41
O -2.64 0.56 -1.02
C -3.25 0.97 -2.26
H -5.45 0.94 -2.60
H -4.52 -0.59 -2.98
H -5.50 -1.06 -0.74
H -5.21 0.65 -0.27
H -3.06 -1.49 -0.68
H -3.45 -0.47 0.68
H -2.66 0.56 -3.09
H -3.29 2.05 -2.27
C 4.05 -1.87 1.22
C 3.60 -2.85 0.17
C 2.80 -1.95 -0.78
O 2.60 -0.71 -0.09
C 2.86 -0.97 1.29
H 4.93 -1.35 0.84
H 4.32 -2.33 2.17
H 2.95 -3.61 0.60
H 4.50 -3.31 -0.26
H 1.82 -2.39 -0.99
H 3.34 -1.67 -1.68
H 2.01 -1.35 1.87
H 3.12 -0.06 1.83
*
```

Entry 10:
C27H20Cl2CsN4O4 as an isolated structure. Source: the OMol25 dataset; level of theory: ωB97M-V with the def2-TZVPD basis set.

Results
- Relative energy (zero: lowest compared OMol25 entry of this formula, charge and spin): 0.00 kcal per mole
- HOMO: -4.624 eV

```
! wB97M-V def2-TZVPD RIJCOSX def2/J DEFGRID3
* xyz -1 1
Cs 0.35 0.48 1.03
O -4.07 3.07 2.22
C -3.97 4.26 1.57
C -5.09 5.10 1.49
C -5.00 6.33 0.87
C -3.79 6.75 0.33
C -2.69 5.92 0.43
C -2.75 4.67 1.03
C -1.52 3.77 1.04
O -1.68 2.55 0.88
N -0.39 4.48 1.19
N 0.70 3.69 1.21
C 1.83 4.29 1.33
C 3.07 3.50 1.40
C 4.31 4.13 1.54
C 5.45 3.35 1.61
C 5.34 1.97 1.54
C 4.06 1.43 1.40
N 2.96 2.17 1.33
H -4.96 2.99 2.56
H -6.03 4.77 1.92
H -5.88 6.96 0.81
H -3.71 7.72 -0.15
H -1.73 6.23 0.04
H 1.88 5.38 1.41
H 4.36 5.21 1.59
H 6.42 3.82 1.71
H 6.20 1.33 1.59
H 3.91 0.35 1.35
Cl -2.66 -6.19 -0.45
C -2.63 -4.68 -1.31
C -3.76 -4.31 -2.02
C -3.75 -3.12 -2.73
C -2.63 -2.31 -2.72
C -1.51 -2.70 -2.00
Cl -0.11 -1.68 -2.02
C -1.48 -3.90 -1.27
N -0.37 -4.28 -0.49
C 0.83 -4.61 -1.13
C 0.85 -5.05 -2.45
C 2.04 -5.37 -3.08
C 3.24 -5.26 -2.39
C 3.22 -4.84 -1.07
C 2.04 -4.52 -0.41
C 2.06 -4.11 1.04
C 1.60 -2.66 1.27
O 2.44 -1.75 1.24
O 0.35 -2.49 1.45
H -4.63 -4.95 -2.02
H -4.63 -2.82 -3.28
H -2.61 -1.37 -3.26
H -0.24 -3.67 0.34
H -0.09 -5.13 -3.00
H 2.03 -5.70 -4.11
H 4.18 -5.50 -2.87
H 4.15 -4.75 -0.51
H 3.07 -4.21 1.42
H 1.40 -4.77 1.61
*
```

Entry 11:
One molecule with the formula C3H3F2NO2 at a distorted geometry. Source: the OMol25 dataset; level of theory: ωB97M-V with the def2-TZVPD basis set.

Results
- SMILES: C=NOC(=O)C(F)F
- Relative energy (zero: lowest compared OMol25 entry of this formula, charge and spin): 84.03 kcal per mole
- HOMO: -10.212 eV

```
! wB97M-V def2-TZVPD RIJCOSX def2/J DEFGRID3
* xyz 0 1
C -0.78 1.30 0.46
C -0.31 -0.29 0.32
C 2.22 -1.95 -0.94
H -0.54 1.50 1.58
H 2.82 -1.14 -0.99
H 2.60 -3.00 -1.09
N 1.06 -1.71 -0.28
O -1.01 -1.22 0.53
O 1.02 -0.32 0.17
F -0.10 2.09 -0.41
F -2.03 1.53 0.16
*
```